98
Properties=species:S:1:pos:R:3:lowdin_spin:R:1 method="wB97M-V/def2-TZVPD" de_lowest_kcal_mol=0.00 total_charge=+2 s2=3.767 orbital_gap_ev="7.630 / 5.922" lumo_energy_ev="-4.5 / -6.2" total_energy_ev=-118197.562 spin_multiplicity=4
Re -0.23672 0.07580 0.40847 2.46
S -1.61516 0.30119 3.48287 0.01
S 3.17243 2.51043 1.30631 0.00
S -1.50092 3.65576 2.31362 0.01
S -3.09238 -0.71432 -0.49774 0.02
P 1.30392 -0.29937 -1.52917 0.03
O -0.67613 -1.82293 0.56915 0.16
O -1.08115 -1.03128 3.41102 0.00
O 1.86006 -2.34178 1.56395 0.01
O -1.78312 0.09711 -0.88750 0.07
O 1.06570 0.25345 2.00218 0.05
O 1.66289 0.12214 4.11845 0.01
O -1.45490 -3.64841 1.56396 0.02
O -0.90151 1.28388 4.26862 0.01
N -7.26163 0.09081 5.06505 0.00
N 5.48927 2.94979 0.09762 0.00
N -1.59457 0.84275 1.90130 0.03
N -0.39401 2.18111 0.56222 0.01
C 4.90736 -1.39540 -0.02510 0.00
C -0.50891 4.38752 1.09405 0.01
C -4.33814 0.42589 -1.06108 0.00
C -3.17652 -3.30228 -1.19319 0.00
C 0.89210 -3.37515 1.58600 0.00
C 0.01139 3.46717 0.26466 0.00
C 2.80962 -1.22694 -1.19102 0.01
C -1.20104 2.13112 1.61920 0.03
C 1.56866 -0.38669 2.94043 0.02
C -3.37419 -2.81755 -3.92588 0.00
C -3.20224 -2.00203 -1.68736 0.00
C 4.87605 5.36798 -0.93070 0.00
C 3.05386 1.58537 -2.67348 0.00
C 4.23743 3.42110 0.36906 0.00
C 2.27345 3.60127 -3.73330 0.00
C 4.14952 -3.21511 -1.40279 0.00
C -3.85575 1.34337 4.60058 0.00
C 3.76401 -0.67841 -0.33255 0.00
C 3.00385 -2.49818 -1.72323 0.00
C -3.26390 -4.35869 -2.08394 0.00
C -4.01626 -0.90123 3.69555 0.00
C 0.69398 2.08222 -2.75090 0.00
C 5.10076 -2.66629 -0.55630 0.00
C 3.95006 4.69564 -0.18510 0.00
C -3.27636 0.25265 3.95464 0.00
C 6.42717 3.60070 -0.64102 0.00
C -5.33957 -0.95528 4.06777 0.00
C 3.31576 2.76666 -3.35248 0.00
C 2.16313 -1.75931 2.79604 0.00
C -5.94802 0.13880 4.71272 0.00
C -0.53090 -2.93748 1.29244 0.02
C 0.37547 -1.24649 -2.76701 0.01
C 6.15058 4.81287 -1.17806 0.00
C -3.29596 -1.74962 -3.05313 0.00
C -3.36842 -4.13593 -3.45660 0.00
C -5.17969 1.28925 4.97060 0.00
C 0.96088 3.25894 -3.43254 0.00
C -3.47420 -5.29402 -4.40833 0.00
C 1.74040 1.23825 -2.37413 0.00
H -3.55350 -4.96007 -5.44081 0.00
H 5.64941 -0.97121 0.64233 0.00
H 4.63450 6.34476 -1.33239 0.00
H -3.53819 -1.75427 3.22690 0.00
H 0.89181 -3.92539 2.52702 0.00
H -3.25268 -5.37416 -1.70551 0.00
H 3.59998 0.30468 0.10335 0.00
H -4.35122 -5.90029 -4.17535 0.00
H 4.29877 -4.20197 -1.82195 0.00
H -5.91633 -1.85509 3.88671 0.00
H 5.72160 2.06210 0.51967 0.00
H 6.89624 5.33629 -1.75641 0.00
H -0.34706 5.45323 1.08954 0.00
H 1.16114 -4.07250 0.78899 0.00
H -7.75203 -0.78514 5.04247 0.00
H -7.64225 0.79798 5.66795 0.00
H 1.08230 0.91094 4.20657 0.00
H -4.33095 1.26978 -0.37195 0.00
H -3.29702 -0.73579 -3.43697 0.00
H -3.44955 -2.63274 -4.99039 0.00
H -0.48173 -0.64704 -3.06993 0.00
H -5.29825 -0.08799 -1.01845 0.00
H 5.99349 -3.22756 -0.31080 0.00
H 1.84128 -2.36184 3.64780 0.00
H -2.60168 -5.94411 -4.32255 0.00
H 2.48222 4.51743 -4.27134 0.00
H 0.68490 3.64392 -0.55739 0.00
H -5.63221 2.12868 5.48512 0.00
H -4.11553 0.74943 -2.07523 0.00
H -3.06701 -3.48219 -0.12860 0.00
H -0.33335 1.82159 -2.51013 0.00
H 3.86986 0.93196 -2.39294 0.00
H 3.24813 -1.63090 2.87064 0.00
H 2.97969 5.12047 0.02340 0.00
H 0.99952 -1.44254 -3.63748 0.00
H 4.33795 3.03135 -3.59328 0.00
H -3.25939 2.21661 4.83669 0.00
H 0.14668 3.90649 -3.73399 0.00
H 0.00993 -2.18049 -2.33678 0.00
H 7.37763 3.09814 -0.75105 0.00
H 2.27534 -2.94333 -2.38838 0.00